This record from the OMol25 dataset describes a 2-piece molecular cluster, C6H8N3O2 overall in a non-equilibrium geometry. The level of theory is wB97M-V/def2-TZVPD.

ORCA input file:
```
! RIJCOSX wB97M-V def2-TZVPD def2/J DEFGRID3
* xyz 1 1
C -0.15 -1.79 0.42
C -0.75 -0.86 1.17
C 1.44 -0.02 -0.12
C -2.41 1.08 -0.80
C -1.62 1.81 -0.10
C 0.94 -1.30 -0.56
N 0.94 0.74 0.77
N 2.80 0.37 -0.46
N -0.30 0.48 1.21
O 3.07 1.52 -0.33
O 3.52 -0.50 -0.77
H -0.66 -2.74 0.34
H -1.59 -0.84 1.83
H -3.07 1.61 -1.54
H -2.41 -0.02 -0.84
H -1.34 2.71 0.20
H 1.73 -2.07 -0.91
H 0.33 -1.47 -1.45
H -0.48 1.27 1.95
*
```

Computed properties:
- E (eV) = -14900.9037
- HOMO-LUMO gap (spin up / spin down) (eV) = 7.478 / 7.489
- HOMO energy (spin up / spin down) (eV) = -13.694 / -13.696
- relative energy (zero: lowest compared OMol25 entry of this formula, charge and spin) (kcal/mol) = 168.9


This record from the OMol25 dataset describes an isolated ion of composition C6H8N3O2S and charge -1 in a non-equilibrium geometry. The level of theory is wB97M-V/def2-TZVPD.

ORCA input file:
```
! RIJCOSX wB97M-V def2-TZVPD def2/J DEFGRID3
* xyz -1 1
C 2.03 0.10 2.17
C 2.36 -0.30 0.90
C 0.81 0.72 2.42
C 1.44 -0.14 -0.10
C -0.01 1.10 1.38
C 0.33 0.70 0.09
N -0.54 0.13 -2.03
N -1.65 -2.19 -1.08
N -0.49 1.01 -0.98
O -2.29 -1.27 -3.26
O -2.98 0.02 -1.37
S -2.01 -0.90 -1.90
H 2.59 0.04 3.16
H 3.22 -0.79 0.69
H 0.53 1.03 3.47
H 1.77 -0.67 -0.97
H -0.91 1.59 1.33
H -0.71 0.65 -2.88
H -1.44 1.21 -0.85
H -2.03 -2.06 -0.19
*
```

Computed properties:
- E (eV) = -25751.5714
- SMILES = N=[S@@](=O)([O-])NNc1ccccc1
- HOMO-LUMO gap (eV) = 7.858
- HOMO energy (eV) = -4.339
- relative energy (zero: lowest compared OMol25 entry of this formula, charge and spin) (kcal/mol) = 0.0


This record from the OMol25 dataset describes C6H8N4 as an isolated structure in a non-equilibrium geometry. The level of theory is wB97M-V/def2-TZVPD.

ORCA input file:
```
! RIJCOSX wB97M-V def2-TZVPD def2/J DEFGRID3
* xyz 2 1
C -0.90 -1.09 -0.88
C 2.28 0.41 -0.53
C -2.04 0.83 -0.28
C 0.30 0.94 0.12
C 0.40 -0.63 -0.39
C -0.07 -1.56 0.89
N -1.95 -0.34 -0.79
N 1.73 -0.69 -0.74
N 1.44 1.49 -0.08
N -0.98 1.43 0.47
H -0.91 -1.98 -1.37
H 3.31 0.62 -0.80
H -3.05 1.24 -0.25
H 0.87 -2.16 0.97
H -0.79 -2.31 0.83
H -0.30 -0.86 1.64
H 1.80 2.41 0.19
H -1.15 2.26 1.01
*
```

Computed properties:
- E (eV) = -12290.4691
- HOMO-LUMO gap (eV) = 9.493
- HOMO energy (eV) = -19.859
- relative energy (zero: lowest compared OMol25 entry of this formula, charge and spin) (kcal/mol) = 14.6


- relative energy (zero: lowest compared OMol25 entry of this formula, charge and spin) of number 1 (C6H8N3O2)?
  168.9 kcal/mol